C8H20KO4 as an isolated structure in a non-equilibrium geometry, computed with ωB97M-V/def2-TZVPD.

```
33
Properties=species:S:1:pos:R:3
K -0.5618 -1.3793 -0.0621
C 2.0758 1.0716 -0.8808
O 1.4722 -0.0358 -0.2052
C 1.6319 0.2000 1.2746
C 1.2932 -0.9824 2.1451
O -0.0845 -1.3353 1.9538
C -0.5494 -2.1405 3.0507
H 3.1238 0.7871 -0.9757
H 1.9691 1.9714 -0.2749
H 1.5982 1.1765 -1.8549
H 1.0962 1.1171 1.5197
H 2.6191 0.5026 1.6238
H 1.5916 -0.8112 3.1794
H 1.9589 -1.7603 1.7710
H -1.5994 -2.4100 2.9366
H -0.5382 -1.6026 3.9986
H -0.0545 -3.1043 3.1701
C -0.9082 1.5115 1.1989
O -1.0570 0.5933 0.1797
C -1.9770 0.7989 -0.8269
C -1.3501 0.6950 -2.2027
O -1.0031 -0.6390 -2.5375
C -0.2652 -0.8522 -3.7687
H -0.4711 2.4009 0.7449
H -0.2592 1.1082 1.9761
H -1.7980 1.8815 1.7083
H -2.5909 1.6982 -0.7775
H -2.7504 0.0587 -0.6219
H -0.4824 1.3431 -2.3267
H -2.1126 0.9041 -2.9529
H -0.1164 0.0741 -4.3236
H -0.6292 -1.6723 -4.3877
H 0.7285 -1.1682 -3.4514
```

The largest force on an atom is 0.1429 hartree/bohr. As for the total charge: +1. As for the frontier orbital gap: 10.62 eV. The LUMO energy comes out at -2.53 eV. The relative energy (zero: lowest compared OMol25 entry of this formula, charge and spin) is 3.583 eV.

C8H20LiNO8P as an isolated structure in a non-equilibrium geometry, computed with ωB97M-V/def2-TZVPD.

```
39
Properties=species:S:1:pos:R:3
C -1.5000 0.0237 2.2602
N -2.2275 0.2831 1.0650
C -2.8333 -1.0140 0.4587
C -3.3671 1.2610 1.4457
C -1.3630 0.9962 0.0698
C -1.8583 1.2411 -1.3546
O -0.8146 1.7316 -2.2046
H -0.5543 -0.4289 2.0230
H -2.2262 -0.5954 2.8515
H -1.0547 0.9310 2.8579
H -2.2911 -1.6728 -0.0330
H -3.6026 -0.4790 -0.1056
H -3.5219 -1.4266 1.2394
H -4.0305 0.7938 2.1210
H -4.0302 1.5659 0.6207
H -2.7551 2.1678 1.7871
H -0.3198 0.5457 -0.0893
H -1.1415 2.0301 0.5883
H -2.5962 1.6660 -1.3176
H -2.1041 0.2093 -1.7191
H -0.3249 0.9156 -2.5578
Li 1.3514 -1.4283 -1.3170
P -0.3061 -1.9697 -2.6850
O -0.3852 -2.3226 -1.2735
O 0.1842 -0.4684 -2.5553
O -1.4357 -2.3682 -3.4984
O 1.0422 -2.4988 -2.9258
C 2.2070 1.3520 1.6103
O 3.4702 1.1028 0.9664
C 3.6043 -0.0081 0.3452
O 2.6476 -0.7757 0.2179
O 4.9254 -0.2509 -0.0554
C 5.3204 -1.3329 -0.8965
H 1.8163 0.7901 2.3131
H 1.4040 1.5569 0.9287
H 2.2202 2.6253 1.9642
H 4.4078 -1.5949 -1.3080
H 5.8743 -2.2120 -0.3332
H 6.1685 -0.9421 -1.5044
```

The largest force on an atom is 0.3447 hartree/bohr. As for the total charge: -1. As for the frontier orbital gap: 3.35 eV. The LUMO energy comes out at 1.83 eV. The relative energy (zero: lowest compared OMol25 entry of this formula, charge and spin) is 0.451 eV.

A 3-piece molecular cluster, C8H20N2 overall in a non-equilibrium geometry, computed with ωB97M-V/def2-TZVPD.

```
30
Properties=species:S:1:pos:R:3
C -0.5560 -0.7879 0.1312
C 1.6703 -0.0688 -0.0919
C -0.5354 0.5884 0.4811
C -2.5540 0.8211 0.7917
C 2.3303 -1.0171 0.8919
C 2.1928 1.3423 0.1270
C 1.9485 -0.4852 -1.5251
C -3.1709 1.3768 -0.4673
N -0.6751 -1.7613 1.0918
N -1.0157 -1.1973 -1.0909
H -0.5356 -1.4595 2.0437
H -1.4240 -2.4306 1.0036
H -1.2685 -0.5178 -1.7883
H -0.8715 -2.1682 -1.3249
H -0.4733 1.3210 -0.3113
H -0.2194 0.8477 1.4802
H -2.5364 1.5492 1.6053
H -3.0309 -0.0984 1.1351
H 1.4253 0.1618 -2.2429
H 2.0432 -2.0592 0.7196
H 2.0787 -0.7599 1.9268
H 3.4317 -1.0159 0.8097
H 2.0560 1.6745 1.1620
H 1.7111 2.0691 -0.5367
H 3.2764 1.4265 -0.0603
H 3.0149 -0.4067 -1.7981
H 1.6842 -1.5308 -1.7151
H -3.2012 0.6221 -1.2611
H -4.2017 1.7350 -0.3366
H -2.5939 2.2292 -0.8502
```

The largest force on an atom is 0.0980 hartree/bohr. As for the total charge: 0. As for the frontier orbital gap (spin up / spin down): 6.49 / 6.49 eV. The LUMO energy (spin up / spin down) comes out at 0.73 / 0.73 eV. The relative energy (zero: lowest compared OMol25 entry of this formula, charge and spin) is 4.240 eV.

C8H20N2O10SZn as an isolated structure in a non-equilibrium geometry, computed with ωB97M-V/def2-TZVPD.

```
42
Properties=species:S:1:pos:R:3
Zn 11.1664 -6.1447 -23.9627
S 11.8222 -3.9939 -25.3763
O 10.8025 -4.1866 -24.3137
O 11.2306 -3.8652 -26.7565
O 12.7315 -2.9356 -25.1046
O 12.4892 -5.2592 -25.3066
O 12.5155 -6.3497 -22.3271
C 11.7265 -6.7406 -21.2214
C 10.2473 -7.2948 -21.5689
O 9.5771 -6.6757 -22.7195
H 11.5525 -5.9285 -20.5155
H 12.3277 -7.4469 -20.6487
H 9.6646 -7.0551 -20.6795
H 10.1617 -8.3815 -21.5743
C 7.9405 -4.8046 -26.2152
C 8.4122 -6.2609 -26.1035
O 9.7887 -6.3816 -25.8422
O 8.7698 -4.0115 -27.1161
H 8.0679 -4.3106 -25.2519
H 6.8794 -4.7170 -26.4484
H 8.2597 -6.7872 -27.0458
H 7.8562 -6.8533 -25.3768
H 10.2399 -6.3370 -26.6884
H 9.6946 -3.9828 -26.8603
O 11.7826 -7.9457 -24.7696
C 12.5149 -8.6341 -25.4375
N 13.7346 -8.9217 -24.9583
C 11.9890 -9.4547 -26.5806
H 14.0342 -8.5614 -24.0636
H 14.5328 -9.3456 -25.4090
H 12.1983 -10.5153 -26.4414
H 12.5357 -9.1765 -27.4817
H 10.9416 -9.2150 -26.7637
O 8.9628 -11.1914 -25.1240
C 9.1482 -10.3702 -24.2697
N 8.9834 -9.0750 -24.5237
C 9.5772 -10.7055 -22.8558
H 8.9831 -8.8524 -25.5089
H 9.1737 -8.3143 -23.8871
H 8.9554 -10.2495 -22.0853
H 10.5250 -10.1771 -22.7531
H 9.6960 -11.7793 -22.7115
```

The largest force on an atom is 0.0984 hartree/bohr. As for the total charge: -2. As for the frontier orbital gap: 5.74 eV. The LUMO energy comes out at 4.66 eV. The relative energy (zero: lowest compared OMol25 entry of this formula, charge and spin) is 0.000 eV.

C8H20N3O2Pd as an isolated structure, computed with ωB97M-V/def2-TZVPD.

```
34
Properties=species:S:1:pos:R:3
Pd 0.3056 0.0147 -0.1789
N -0.6041 -1.9446 -0.9062
C 0.6941 -2.6307 -1.2451
C 1.6218 -1.4334 -1.2111
O 1.3738 -0.5348 -2.0874
O 2.2730 -1.2142 -0.1495
H -1.2291 -2.5366 -0.3742
H -1.0749 -1.6728 -1.7609
H 0.6477 -3.1312 -2.2083
H 0.9402 -3.3340 -0.4564
C -1.3528 -0.6072 2.3277
N -0.2583 0.3051 1.9532
C 0.9157 0.0440 2.8156
C -0.6813 1.7170 2.0760
C -1.5669 2.1440 0.9201
N -0.9554 1.8195 -0.3815
C -1.9398 1.8706 -1.4739
C 0.1959 2.6983 -0.6907
H -1.6466 -0.4388 3.3681
H -1.0133 -1.6352 2.2197
H -2.2161 -0.4510 1.6830
H 0.6695 0.2302 3.8649
H 1.7385 0.6904 2.5186
H 1.2285 -0.9891 2.6902
H 0.2178 2.3306 2.1237
H -1.2170 1.8663 3.0189
H -1.7537 3.2213 0.9839
H -2.5357 1.6472 0.9650
H -2.3327 2.8840 -1.5955
H -2.7627 1.1952 -1.2470
H -1.4627 1.5608 -2.4009
H -0.0966 3.7531 -0.7097
H 0.6044 2.4169 -1.6580
H 0.9752 2.5864 0.0668
```

The largest force on an atom is 0.0142 hartree/bohr. As for the expectation value of S²: 2.007. As for the total charge: +1. As for the frontier orbital gap (spin up / spin down): 9.58 / 7.99 eV. Its multiplicity is 3. The LUMO energy (spin up / spin down) comes out at -2.61 / -5.22 eV.

For the records above, the corresponding E values read -1217.3373, -1322.2682, -426.1681, -3356.3338, -759.1685 Eh.